C15H12F3N3O6 in the gas phase. Source: the Open Molecules 2025 dataset; level of theory: ωB97M-V/def2-TZVPD.

Computed properties:
energy above the lowest of the compared OMol25 structures with the same formula, charge and spin: 0.064 eV
SMILES: O=C(ON1C(=O)CCC1=O)[C@@H](O)[C@@H](O)c1cccc(C2(C(F)(F)F)N=N2)c1
strongest force on any atom: 8.6 eV Å⁻¹

Atoms and positions in Å:
O  -0.288  0.002  -0.973
O  -2.323  0.614  -1.739
C  1.719  -1.335  -3.782
H  1.229  1.832  1.033
C  -0.050  -0.869  2.725
O  1.052  1.932  -2.594
H  3.040  0.229  0.855
H  -3.133  -1.358  0.481
H  -0.971  -1.330  3.215
F  0.196  -4.005  5.732
H  -3.052  1.271  0.375
H  0.847  0.465  -4.952
N  1.876  -4.187  2.986
H  2.561  0.657  -4.386
C  1.139  -1.709  2.829
C  -2.227  0.555  0.542
C  0.840  0.727  -2.924
C  -1.355  1.199  1.721
O  0.366  -2.647  -2.538
C  2.222  -0.054  1.403
H  3.150  -1.919  2.021
C  2.201  -1.276  2.107
C  1.106  -3.049  3.579
O  -2.761  -0.706  1.100
C  1.622  0.208  -4.103
H  -1.117  2.257  1.468
F  0.216  -1.867  5.540
N  0.588  -4.234  2.813
H  -2.515  0.313  2.979
H  2.668  -1.484  -3.266
H  1.585  -1.868  -4.757
F  2.112  -2.990  5.821
C  -0.119  0.344  2.039
C  0.658  -1.440  -2.793
C  0.876  -3.007  5.136
C  1.116  0.851  1.514
N  0.170  -0.251  -2.291
C  -1.545  0.337  -0.838
O  -2.223  1.189  2.856

Mulliken atomic charge list, values in e, 6 entries:
1. O 0.249
2. O -0.541
3. C -0.178
4. H 0.337
5. C 0.352
6. O -0.612

2 unconnected molecules or ions with the total composition C2H9N2. Source: the Open Molecules 2025 dataset; level of theory: ωB97M-V/def2-TZVPD.

Computed properties:
energy above the lowest of the compared OMol25 structures with the same formula, charge and spin: 1.019 eV
charge: +1
strongest force on any atom: 2.9 eV Å⁻¹

Atoms and positions in Å:
H  1.261  -0.417  -1.023
H  0.098  1.598  -0.634
H  -1.401  2.013  0.089
N  1.865  -0.444  -0.238
C  -0.843  1.187  -0.380
H  -1.237  0.743  -1.350
H  2.170  -1.343  0.047
H  -1.365  -1.309  -0.346
H  2.683  0.037  -0.371
C  -0.779  0.207  0.711
H  -1.079  -1.684  1.285
N  -1.016  -1.044  0.559
H  -0.358  0.456  1.649

Mulliken atomic charge list, values in e, 6 entries:
1. H 0.251
2. H 0.357
3. H 0.310
4. N -0.605
5. C -1.005
6. H 0.362

A molecular structure, CH5KO2. Source: the Open Molecules 2025 dataset; level of theory: ωB97M-V/def2-TZVPD.

Computed properties:
energy above the lowest of the compared OMol25 structures with the same formula, charge and spin: 0.000 eV
strongest force on any atom: 2.0 eV Å⁻¹

Atoms and positions in Å:
H  -0.604  -5.894  -1.191
C  -0.092  -5.866  -0.216
H  0.929  -5.474  -0.381
K  -0.946  -2.508  0.928
H  -0.208  -4.708  1.584
O  -0.822  -5.088  0.690
H  0.014  -6.908  0.139
O  0.337  -3.736  2.607
H  0.267  -3.995  3.526

Mulliken atomic charge list, values in e, 6 entries:
1. H 0.227
2. C -0.578
3. H 0.248
4. K 0.967
5. H 0.444
6. O -0.677

C17H19N5O2S in the gas phase. Source: the Open Molecules 2025 dataset; level of theory: ωB97M-V/def2-TZVPD.

Computed properties:
energy above the lowest of the compared OMol25 structures with the same formula, charge and spin: 2.806 eV
SMILES: CCn1c(Cc2ccccc2)nnc1SCC(=O)Nc1cc(C)on1
strongest force on any atom: 1.3 eV Å⁻¹

Atoms and positions in Å:
C  -1.690  -0.829  1.353
C  4.559  0.687  -0.306
C  3.155  -2.027  -0.156
C  -3.023  1.095  0.625
H  -2.882  0.319  2.620
C  -2.001  3.008  -0.414
H  -5.113  2.510  -1.625
S  0.649  -3.051  -0.725
C  3.402  0.314  0.430
H  -5.010  0.640  -0.035
H  -3.757  -3.332  -1.507
C  -1.942  1.958  0.483
H  -2.426  -3.987  -0.548
H  2.036  -3.323  1.196
C  2.250  -3.218  0.134
C  -4.161  1.302  -0.141
H  6.144  3.490  0.319
H  5.125  3.841  -1.073
H  6.371  2.582  -1.189
H  -1.155  3.671  -0.516
H  5.181  0.049  -0.893
H  2.007  -0.974  1.191
H  -2.990  -1.008  -1.016
O  3.654  2.422  0.722
N  -0.645  -0.839  2.126
C  -2.934  -0.058  1.597
C  -4.220  2.357  -1.036
C  -3.140  3.210  -1.176
N  2.819  -0.926  0.563
H  -3.185  4.030  -1.877
N  0.307  -1.590  1.545
N  2.876  1.355  1.032
H  -3.810  -0.703  1.503
H  -1.694  -1.958  -1.779
C  5.638  3.045  -0.536
O  4.061  -2.089  -0.955
H  -1.055  1.800  1.080
H  -3.715  -3.070  0.240
C  4.661  2.028  -0.078
N  -1.448  -1.575  0.226
C  -0.178  -2.031  0.411
C  -3.106  -3.146  -0.658
H  2.702  -4.122  -0.272
C  -2.318  -1.859  -0.886

Mulliken atomic charge list, values in e, 6 entries:
1. C 0.544
2. C -0.001
3. C 0.717
4. C 0.488
5. H 0.343
6. C -0.653

A molecular structure, C45H33N8O4RhS3. Source: the Open Molecules 2025 dataset; level of theory: ωB97M-V/def2-TZVPD.

Computed properties:
energy above the lowest of the compared OMol25 structures with the same formula, charge and spin: 2.317 eV
spin multiplicity: 5
strongest force on any atom: 2.9 eV Å⁻¹

Atoms and positions in Å:
C  -2.839  -6.553  1.104
N  1.144  -1.022  1.029
H  -0.942  -3.099  -4.475
C  2.362  -2.481  -4.907
C  -1.461  -1.649  2.761
H  1.053  -0.997  4.527
H  3.156  -2.630  -5.628
S  -0.004  -4.716  -1.185
C  4.603  -2.407  3.845
H  -1.620  -0.289  -3.990
C  -0.883  -5.784  -0.040
H  -5.852  -0.896  -4.150
C  -0.427  -3.644  3.654
C  -0.086  -6.642  0.699
N  -0.898  -0.897  -0.825
C  0.899  -6.041  -3.369
C  -1.216  2.475  -3.274
C  2.334  -2.088  3.175
C  2.044  -1.399  4.343
O  -2.981  2.865  -1.027
C  -0.672  -7.458  1.655
C  0.062  -2.745  -4.272
O  -1.719  1.476  0.195
C  4.332  -1.719  5.019
C  -1.998  2.182  -0.880
S  -0.916  -2.062  -1.828
C  -0.439  2.605  -5.754
N  1.420  -4.514  -0.908
H  2.175  1.127  -2.148
H  2.852  -0.681  6.185
H  -2.856  -5.037  -0.427
H  -2.390  -5.418  -2.770
H  1.858  -5.800  -2.922
H  5.117  -1.565  5.748
H  -1.427  -0.782  2.123
C  -0.945  2.106  -1.966
C  -1.625  -6.548  -4.440
O  -1.143  1.734  -6.322
C  -0.483  -7.032  -5.068
N  0.665  1.547  1.692
C  0.778  -6.773  -4.541
N  -1.114  -3.517  -1.277
C  -2.045  -7.409  1.858
C  -0.217  2.302  -4.235
C  3.057  -1.223  5.273
H  3.647  -1.521  -3.479
C  1.216  1.485  -2.506
H  -3.909  -6.524  1.263
C  1.610  2.060  5.071
H  -3.455  -3.238  -1.470
H  0.429  -4.309  3.697
C  -0.388  -2.519  2.840
C  -0.247  -5.585  -2.744
C  -3.751  -0.494  -4.192
C  -2.259  -5.730  0.149
N  1.745  2.142  3.768
H  -2.193  2.878  -3.505
N  1.563  2.007  6.228
C  -1.513  -5.816  -3.268
H  -1.601  -4.766  5.044
C  -2.587  -1.894  3.534
H  -3.809  0.299  -4.931
C  0.358  -2.102  -3.077
C  3.597  -2.599  2.910
N  0.243  1.621  -1.599
H  0.863  -3.407  -6.141
S  1.114  -2.304  1.857
C  2.640  -1.849  -3.701
H  1.831  1.697  -4.543
O  0.146  3.629  -6.135
H  5.595  -2.798  3.656
H  -0.575  -7.613  -5.977
C  -4.883  -1.165  -3.748
H  -0.059  -8.126  2.246
C  1.076  -2.921  -5.198
C  -2.635  -3.010  4.357
H  1.663  -7.147  -5.040
C  -2.511  -0.811  -3.658
C  1.140  1.798  2.747
H  -2.502  -8.040  2.611
H  3.775  -3.132  1.982
H  -5.678  -2.679  -2.436
H  1.824  -1.171  -1.823
H  -3.424  -1.209  3.486
C  -1.558  -3.887  4.413
C  -2.437  -1.803  -2.691
H  -2.601  -6.748  -4.864
H  0.984  -6.645  0.517
C  -4.791  -2.162  -2.781
C  1.023  1.812  -3.830
C  -3.562  -2.484  -2.238
H  -3.514  -3.193  4.961
C  1.631  -1.647  -2.774
Rh  -0.079  0.337  0.389

Mulliken atomic charge list, values in e, 6 entries:
1. C -0.821
2. N -0.402
3. H 0.601
4. C -0.665
5. C -0.422
6. H 0.689

3 unconnected molecules or ions with the total composition C40H29N2O4. Source: the Open Molecules 2025 dataset; level of theory: ωB97M-V/def2-TZVPD.

Computed properties:
charge: +1
strongest force on any atom: 0.9 eV Å⁻¹

Atoms and positions in Å:
H  2.576  0.481  3.925
C  1.188  0.775  -4.586
H  1.023  -2.974  4.393
H  -9.143  1.709  0.610
C  -7.230  2.209  -0.208
H  -1.250  0.479  0.556
C  0.763  -2.327  6.413
C  -7.581  0.496  1.444
H  1.887  1.565  -2.131
C  2.392  0.346  -3.814
H  0.160  -2.488  9.093
H  0.290  1.794  -0.862
C  2.819  -1.274  2.737
H  -0.233  -2.729  6.498
H  -0.880  1.220  -6.218
O  0.393  1.549  -4.093
H  3.851  0.849  -0.801
H  3.415  -3.152  3.481
H  -7.615  2.982  -0.859
H  -5.826  -0.551  2.102
C  -2.641  3.158  -1.855
H  1.439  1.757  2.155
C  3.366  -1.320  6.198
C  0.579  -0.835  -8.484
C  -3.002  1.463  -0.175
H  1.152  -1.093  9.575
C  1.714  -1.187  -7.773
H  -3.041  3.892  -2.540
C  4.591  -0.474  -2.326
C  1.344  -1.679  7.513
H  -8.250  -0.066  2.081
C  2.783  -1.959  5.111
C  2.413  0.022  2.962
C  -0.776  1.969  -0.913
H  5.105  -1.670  -4.032
H  4.549  -1.851  3.870
C  0.555  -1.525  8.783
C  -0.157  0.545  -6.656
C  -5.362  0.943  0.641
C  3.499  -2.111  3.784
H  2.778  -2.775  1.177
C  3.686  0.441  -1.791
C  3.306  -0.558  -4.354
N  1.501  0.235  0.787
C  -1.633  1.235  -0.117
H  2.444  -1.859  -8.201
C  -3.506  2.433  -1.041
C  -5.869  1.937  -0.201
C  1.762  0.748  1.970
O  -5.412  3.545  -1.864
O  -3.456  -0.224  1.403
H  5.451  -0.788  -1.748
H  0.422  -1.233  -9.477
C  2.643  -1.189  7.389
C  -3.905  0.650  0.686
C  0.981  0.199  -5.939
H  -0.600  3.479  -2.421
C  2.589  0.848  -2.532
H  -0.309  -0.898  8.580
C  -0.358  0.027  -7.924
C  -1.278  2.928  -1.784
C  4.403  -0.969  -3.604
C  1.483  -2.461  5.231
C  1.917  -0.678  -6.497
C  -8.083  1.493  0.614
H  3.089  -0.706  8.245
O  3.951  -1.841  -6.217
C  3.130  -1.090  -5.739
N  1.890  -0.998  0.607
C  -4.971  2.711  -1.104
C  2.525  -1.773  1.475
H  -1.246  0.296  -8.481
H  4.373  -0.939  6.122
H  1.671  -1.379  -0.308
C  -6.224  0.221  1.458

Mulliken atomic charge list, values in e, 6 entries:
1. H 0.520
2. C 0.418
3. H 0.386
4. H 0.403
5. C -0.538
6. H 0.564

| no. | E_tot (eV) |
| --- | --- |
| 1 | -40651.2666 |
| 2 | -5192.9353 |
| 3 | -21537.7736 |
| 4 | -40317.7501 |
| 5 | -102812.5929 |
| 6 | -53115.1886 |